No. 1
Formula: C25H30N6O2
Source: OMol25
Level of theory: wB97M-V/def2-TZVPD

Multiplicity ... 1

CARTESIAN COORDINATES (ANGSTROEM)
C (1.2763, 1.7183, 3.4092)
H (0.8388, 2.3736, 3.9903)
H (2.2196, 2.3527, 2.8629)
H (1.6738, 0.8586, 3.8834)
C (0.3166, 1.0533, 2.0673)
N (0.9550, 0.3456, 1.2934)
C (0.3775, 0.3625, 0.0481)
C (0.6703, 1.8847, -0.7669)
N (-0.2387, 2.7787, -1.1485)
N (0.5425, 3.7840, -1.4195)
N (1.6877, 3.8562, -1.2223)
N (1.8165, 2.5237, -0.8550)
C (3.2361, 1.6978, -0.5843)
C (3.8116, 1.2779, -1.6711)
O (2.9151, 0.1262, -2.1965)
C (3.2965, -0.6285, -3.0514)
H (3.4708, -0.1288, -4.0204)
H (2.5913, -1.4326, -3.2526)
H (4.4521, -0.9400, -3.0475)
H (3.8533, 1.9589, -2.4181)
H (4.7449, 0.7949, -1.5603)
H (3.7502, 2.7964, -0.0173)
H (3.0983, 1.2678, 0.3931)
C (-1.0400, 0.0992, -0.0761)
C (-2.0404, 1.0032, -0.1932)
C (-3.3002, 0.3902, -0.0655)
C (-4.4726, 0.9907, 0.2572)
C (-5.7304, 0.8560, 0.1123)
C (-6.0369, -0.6580, -0.1825)
C (-4.8717, -1.4918, -0.5462)
C (-3.5885, -0.8381, -0.5464)
N (-2.5357, -1.7363, -0.9286)
C (-1.1593, -1.2757, -0.7008)
O (-0.3327, -2.2307, -1.0634)
H (-2.6816, -2.7187, -1.1422)
C (-5.1000, -2.6550, -1.0519)
H (-4.6377, -3.5706, -0.5952)
H (-6.2078, -3.0528, -0.8478)
H (-4.7608, -2.9571, -2.0775)
H (-7.0830, -0.8678, -0.2880)
C (-6.8770, 1.4655, 0.6343)
H (-7.7420, 1.7163, -0.1582)
H (-6.7480, 2.4912, 0.8253)
H (-7.5915, 0.9420, 1.2967)
H (-4.4080, 2.2486, 0.5184)
H (-1.7362, 1.7938, 0.3372)
H (1.1615, -0.3052, -0.6775)
C (1.4360, -1.0791, 1.7114)
C (2.6674, -1.2730, 1.0232)
C (3.6785, -0.7739, 1.7163)
C (5.0699, -1.1503, 1.1080)
C (5.1471, -2.0506, 0.0505)
C (4.1512, -2.5610, -0.5373)
C (2.7942, -2.3399, 0.1655)
H (1.9410, -2.7233, -0.2521)
H (4.0629, -3.2263, -1.0495)
H (6.0640, -2.4399, -0.3633)
H (5.8653, -0.7774, 1.6373)
H (3.7782, -0.0507, 2.5160)
H (0.6712, -1.6490, 1.6472)
H (1.4060, -1.0137, 2.6770)
H (-0.5081, 0.6742, 2.7526)
H (-0.0604, 2.1130, 1.6407)

=====

No. 2
Formula: C8H11LaNPS
Source: OMol25
Level of theory: wB97M-V/def2-TZVPD

Multiplicity ... 1

CARTESIAN COORDINATES (ANGSTROEM)
C (-1.0887, 0.8456, -2.4744)
C (-1.3572, 1.9782, -3.3015)
C (-0.2502, 2.8754, -3.2171)
C (0.7413, 2.2870, -2.3673)
C (0.2331, 1.0522, -1.8649)
La (-1.5132, -0.8093, 0.8475)
P (-0.0194, -3.2294, 0.2454)
H (-1.7144, -0.0458, -2.3741)
H (-2.2522, 2.1270, -3.9008)
H (-0.1838, 3.8492, -3.7005)
H (0.7520, 0.3560, -1.1939)
H (1.7023, 2.7353, -2.1218)
H (1.2914, -3.2346, -0.3440)
H (-0.6202, -4.1127, -0.7236)
H (0.2223, -4.2417, 1.2330)
S (-0.4462, 0.2789, 4.3470)
C (0.9735, -0.7071, 4.1165)
C (1.2595, -0.9065, 2.7957)
N (0.2907, -0.3686, 1.9418)
C (-0.6420, 0.4534, 2.6161)
H (1.5378, -1.1136, 4.9496)
H (2.0758, -1.4601, 2.3454)
H (-0.9923, 1.3911, 2.1459)

=====

No. 3
Formula: C3H5N2
Source: OMol25
Level of theory: wB97M-V/def2-TZVPD

Multiplicity ... 1
Net charge ... +1

CARTESIAN COORDINATES (ANGSTROEM)
C (-0.9868, -1.2642, 0.3145)
C (-0.9139, -0.0538, 0.0239)
C (1.7753, 0.7197, -0.2223)
N (2.7405, 0.1023, 0.0041)
N (-0.8505, 1.1255, -0.1983)
H (-0.5063, -1.6520, 1.1907)
H (-1.5542, -2.0864, -0.3156)
H (3.6143, -0.1356, 0.3440)
H (-1.5555, 1.7645, 0.3218)
H (-0.1831, 1.6222, -0.6914)

=====

No. 4
Formula: C16H16N2O3
Source: OMol25
Level of theory: wB97M-V/def2-TZVPD

Multiplicity ... 1

CARTESIAN COORDINATES (ANGSTROEM)
C (-1.4510, -0.8047, -2.5373)
C (-1.2081, -0.1713, -1.2585)
N (-1.2052, -0.8910, -0.2469)
N (-1.1381, -2.3089, -0.1925)
C (-0.6413, -3.1118, 0.8071)
O (-0.8643, -4.3722, 0.9119)
C (-0.3354, -2.4910, 2.4179)
O (0.1830, -1.2374, 2.0184)
C (1.2358, -1.0599, 1.2202)
C (1.9445, -1.9420, 0.6121)
C (2.7687, -1.7453, -0.2414)
C (3.2961, -0.4783, -0.4770)
C (2.8802, 0.6907, 0.2515)
C (1.5324, 0.3535, 1.1564)
H (1.1536, 1.0720, 1.5832)
H (2.9716, 1.6558, 0.3397)
H (4.2925, -0.0143, -0.9602)
H (3.5031, -2.4502, -0.6497)
H (1.5271, -2.9563, 0.6093)
H (0.1710, -3.1897, 2.8219)
H (-1.2729, -2.3976, 2.7519)
H (-1.5189, -2.9811, -0.8653)
C (-1.1705, 1.1075, -1.0075)
C (-1.3882, 1.6551, 0.3880)
C (-1.2137, 2.9514, 0.1709)
C (-0.7231, 3.9359, -0.6323)
C (-0.2587, 3.3530, -1.7972)
C (-0.7565, 1.9537, -2.1409)
H (-0.3660, 1.5048, -2.8965)
H (-0.0731, 3.9971, -2.5808)
O (-0.6318, 5.1660, -0.4237)
H (-0.1699, 5.5901, -1.2407)
H (-1.3726, 3.5054, 1.4049)
H (-1.4902, 1.0397, 1.0421)
H (-1.7811, -0.1326, -3.2224)
H (-2.3106, -1.7100, -2.6094)
H (-0.4278, -1.2194, -3.1950)

=====

Sequential LUMO output: -0.454, -1.586, -4.376, 0.009 eV
Sequential energy above the lowest of the compared OMol25 structures with the same formula, charge and spin output: 497.18, 0.51, 94.41, 392.36 kcal/mol